No. 1
Molecular formula: C12H24BCl2FN3O2
Method: DFT, wB97M-V/def2-TZVPD

XYZ file:
```
45
Properties=species:S:1:pos:R:3:forces:R:3
C -1.638 -0.589 3.533 1.18 -0.09 -1.29
C -0.931 -0.517 2.305 -1.80 -0.03 2.28
C -1.305 0.635 1.287 1.35 0.95 2.55
N -0.417 0.754 0.100 2.39 -1.59 0.41
C 0.955 0.278 0.267 -0.97 -0.67 -1.32
N 1.833 0.676 1.177 -1.16 -0.55 -1.24
C 3.213 0.117 1.225 1.33 -0.18 0.50
C 4.299 1.190 1.725 0.21 0.04 -1.02
C 3.819 2.692 1.600 -0.11 -0.50 0.67
F 4.756 0.838 3.022 -0.91 0.65 -1.22
N 1.297 -0.724 -0.763 -1.58 0.72 2.30
C -0.085 -1.287 -1.043 -0.47 0.67 0.11
C -0.826 0.108 -1.172 0.35 -0.57 -2.41
C -2.334 0.129 -1.657 -0.50 -0.51 1.58
C -3.039 1.552 -1.605 -0.17 -0.22 -0.57
B 0.014 0.841 -2.387 0.89 1.26 -1.78
O 0.124 0.274 -3.702 -0.40 0.20 2.62
O 0.653 2.112 -2.223 -0.33 -2.46 -0.12
H -2.088 -1.564 3.904 1.77 1.01 0.01
H -1.745 0.289 4.237 -1.00 -0.61 -1.58
H -0.170 -1.332 2.137 -1.61 0.35 -0.82
H -2.398 0.538 1.051 1.40 0.00 -0.38
H -1.198 1.617 1.866 -0.46 -1.09 -0.67
H 1.480 1.371 1.844 0.61 -0.37 -0.27
H 3.580 -0.214 0.200 -1.05 0.58 1.13
H 3.227 -0.807 1.893 0.06 1.30 -0.69
H 5.207 1.089 1.046 -1.11 -0.07 0.93
H 3.520 2.948 0.537 0.55 -0.44 1.19
H 4.667 3.345 1.949 -0.98 -0.59 -0.46
H 2.915 2.889 2.255 1.11 -0.12 -0.59
H 1.777 -1.547 -0.377 0.70 1.00 0.06
H -0.344 -1.782 -0.050 -0.47 -0.01 -1.70
H -0.117 -1.981 -1.942 0.36 1.24 1.51
H -2.909 -0.576 -0.967 0.54 0.85 -0.98
H -2.422 -0.342 -2.688 0.45 0.70 1.25
H -3.532 1.725 -0.604 0.49 -0.17 -1.15
H -2.351 2.423 -1.805 -0.52 -1.01 0.17
H -3.827 1.557 -2.428 0.87 0.14 1.27
H -0.237 -0.629 -3.702 0.13 0.43 -0.30
H 1.398 2.153 -2.858 -0.73 0.25 0.16
C -3.046 -4.170 -1.472 -0.25 -0.22 0.02
Cl -3.306 -3.173 -0.035 -0.02 -0.09 0.07
Cl -1.701 -3.557 -2.446 -0.37 -0.50 -0.30
H -2.819 -5.186 -1.159 0.10 0.17 0.00
H -3.951 -4.163 -2.075 0.14 0.13 0.05
```
Forces are in eV/Å.

Output
Charge: +1
Highest occupied orbital energy: -11.887 eV
Largest force on an atom: 3.0 eV/A
Orbital gap: 0.3225 Ha
LUMO: -3.11 eV

***

No. 2
Molecular formula: C12H24ClCoIO8
Method: DFT, wB97M-V/def2-TZVPD

XYZ file:
```
47
Properties=species:S:1:pos:R:3:forces:R:3
Co -1.407 0.323 0.577 -1.13 -0.26 -0.79
I -2.010 0.257 3.188 0.09 0.18 -0.07
Cl -3.322 0.392 -0.809 0.30 0.14 0.46
C 1.245 3.237 1.904 0.16 -0.42 0.64
O 0.376 4.063 1.147 -0.30 0.45 -0.36
C -0.557 3.465 0.416 -0.32 0.39 0.30
O -0.674 2.279 0.279 0.27 -0.52 -0.12
O -1.401 4.298 -0.160 0.11 -0.33 -0.11
C -1.302 5.686 0.091 0.18 1.00 0.31
H 0.867 2.218 1.938 0.06 -0.02 -0.06
H 1.262 3.626 2.922 0.01 0.08 -0.10
H 2.246 3.281 1.482 0.02 -0.02 -0.12
H -0.402 6.128 -0.342 -0.04 -0.21 -0.14
H -1.283 5.920 1.157 -0.11 -0.24 -0.02
H -2.181 6.140 -0.353 -0.03 -0.09 -0.08
C -0.269 -4.765 -1.188 -0.07 -0.60 0.16
O -0.880 -3.488 -1.031 0.19 0.07 -0.15
C -1.181 -3.058 0.191 -0.04 -0.02 -0.11
O -1.545 -1.937 0.395 -0.05 0.23 0.09
O -1.052 -3.989 1.126 0.09 -0.35 -0.13
C -1.477 -3.580 2.429 -0.08 0.26 0.60
H -0.157 -4.938 -2.253 0.07 0.24 -0.05
H -0.887 -5.571 -0.788 -0.06 0.18 0.06
H 0.700 -4.806 -0.687 0.00 0.10 -0.08
H -2.533 -3.314 2.431 0.02 0.00 -0.12
H -0.920 -2.708 2.772 -0.02 -0.02 -0.11
H -1.303 -4.419 3.095 0.04 -0.10 -0.12
C -1.003 1.402 -3.297 -0.16 -0.03 0.08
C -0.311 0.204 -2.714 -0.27 0.39 -0.06
O -0.391 -0.032 -1.533 0.53 -0.40 0.41
C 0.513 -0.674 -3.615 0.03 -0.30 -0.12
H -1.666 1.124 -4.117 0.19 -0.04 -0.12
H -0.236 2.088 -3.663 -0.10 0.07 -0.12
H -1.618 1.861 -2.526 0.10 0.05 0.03
H -0.134 -1.184 -4.334 -0.03 0.09 0.03
H 1.024 -1.429 -3.022 -0.01 0.00 0.02
H 1.243 -0.102 -4.190 -0.07 0.11 0.03
C 2.721 -0.550 0.122 -0.27 0.09 -0.34
C 1.695 -0.634 1.222 0.46 -0.36 0.03
O 0.578 -0.227 1.029 -0.03 0.15 -0.02
C 2.100 -1.188 2.552 0.13 0.32 0.30
H 3.505 -1.303 0.148 0.05 0.02 0.30
H 3.160 0.450 0.188 0.14 -0.09 -0.05
H 2.195 -0.621 -0.831 0.00 0.11 0.04
H 1.282 -1.112 3.266 -0.09 -0.12 -0.11
H 2.937 -0.595 2.940 0.04 -0.12 -0.09
H 2.455 -2.213 2.444 -0.02 -0.05 0.01
```
Forces are in eV/Å.

Output
Highest occupied orbital energy (spin up / spin down): -7.473 / -7.466 eV
Largest force on an atom: 1.4 eV/A
Orbital gap (spin up / spin down): 0.2819 / 0.2816 Ha
Spin multiplicity: 4
LUMO (spin up / spin down): 0.20 / 0.20 eV
ΔE to the lowest compared entry with this formula, charge and spin: 1.55 kcal per mole

***

No. 3
Molecular formula: C12H24FN5O6P
Method: DFT, wB97M-V/def2-TZVPD

XYZ file:
```
49
Properties=species:S:1:pos:R:3:forces:R:3
C 1.626 -4.917 0.016 -0.06 0.06 -0.10
C 1.207 -4.015 -1.154 0.31 0.00 0.18
C 0.960 -2.552 -0.758 -0.08 0.16 -0.03
C -0.537 -2.185 -0.772 0.06 -0.24 0.13
C -0.745 -0.725 -0.916 0.00 -0.06 -0.20
N 0.047 0.159 -0.368 0.36 0.06 0.27
C -0.376 1.366 -0.782 0.21 0.10 -0.04
N 0.197 2.517 -0.488 0.14 0.15 0.13
C -0.381 3.793 -0.891 0.00 0.16 -0.16
N 0.256 4.388 -2.058 -0.04 -0.32 -0.11
C 1.472 2.535 0.248 -0.07 0.17 0.18
C 2.688 2.374 -0.634 0.04 0.00 0.00
F 2.603 1.195 -1.363 -0.01 0.06 0.03
N -1.466 1.220 -1.552 -0.26 0.22 -0.08
N -1.721 -0.131 -1.654 -0.06 -0.29 0.25
P -2.999 -0.691 -2.691 -0.14 0.00 -0.35
O -2.659 -0.559 -4.087 -0.06 0.01 0.08
O -3.256 -2.151 -2.175 0.12 0.15 0.14
O -4.184 0.239 -2.208 0.19 0.08 0.06
H 2.710 -4.953 0.103 0.01 0.04 0.11
H 1.228 -4.548 0.962 -0.07 -0.06 0.05
H 1.274 -5.937 -0.124 0.03 -0.03 0.01
H 2.010 -4.017 -1.890 -0.10 -0.14 -0.13
H 0.328 -4.433 -1.643 -0.05 0.05 -0.08
H 1.359 -2.353 0.237 0.08 0.03 0.00
H 1.487 -1.872 -1.430 -0.03 -0.04 -0.05
H -0.996 -2.486 0.176 -0.08 -0.12 -0.06
H -1.034 -2.725 -1.573 -0.07 0.06 -0.03
H -1.450 3.663 -1.063 -0.09 0.01 0.12
H -0.279 4.454 -0.030 0.00 0.02 0.04
H 0.966 3.778 -2.441 0.07 0.05 0.02
H -0.407 4.561 -2.802 -0.02 0.12 0.01
H 1.442 1.794 1.041 0.01 -0.11 -0.08
H 1.536 3.513 0.728 0.00 -0.04 0.06
H 3.577 2.343 -0.002 0.02 -0.07 -0.04
H 2.795 3.198 -1.340 -0.01 0.00 -0.05
H -2.000 1.902 -2.065 -0.02 -0.07 -0.17
H -3.539 -2.240 -1.255 -0.12 -0.16 -0.07
H -4.320 0.308 -1.254 -0.18 -0.01 -0.03
C -0.459 -0.232 4.540 -0.04 0.00 -0.07
C -0.235 0.148 3.084 0.01 -0.07 0.11
O 0.410 1.420 3.202 -0.09 -0.10 -0.12
C 1.005 1.492 4.432 -0.06 -0.02 -0.07
O 1.752 2.349 4.753 0.08 0.07 0.02
O 0.613 0.452 5.193 0.00 -0.01 0.07
H -0.381 -1.298 4.734 0.08 0.01 0.03
H -1.405 0.144 4.930 0.00 0.01 -0.01
H 0.437 -0.542 2.571 -0.01 -0.01 0.00
H -1.155 0.257 2.513 0.00 0.08 0.02
```
Forces are in eV/Å.

Output
Charge: +1
Highest occupied orbital energy: -13.127 eV
Largest force on an atom: 0.5 eV/A
Orbital gap: 0.3544 Ha
LUMO: -3.48 eV

***

No. 4
Molecular formula: C12H24KN4OSTa
Method: DFT, wB97M-V/def2-TZVPD

XYZ file:
```
44
Properties=species:S:1:pos:R:3:forces:R:3
N 0.430 -0.762 2.074 1.90 0.67 1.09
C 1.046 -0.678 3.128 -1.90 -2.71 2.76
O 1.236 -0.969 4.291 0.95 2.05 -3.65
K -0.983 -2.187 4.159 -0.26 -0.66 0.65
Ta -0.890 -0.509 0.652 0.81 0.73 -1.42
N -0.415 -1.706 -0.800 -0.52 0.27 0.30
N -0.579 1.372 0.268 -1.12 -1.09 -0.05
C 0.808 -1.837 -1.641 0.24 0.08 -0.49
C 0.383 2.400 0.710 0.48 0.27 0.10
C 0.758 -3.103 -2.507 -0.05 -0.10 -0.02
C 0.872 -0.603 -2.534 0.22 0.26 -0.26
C 2.022 -1.931 -0.730 0.32 -0.12 0.18
C 0.037 2.769 2.149 -0.01 0.35 0.15
C 0.313 3.636 -0.186 0.10 0.18 -0.07
C 1.789 1.817 0.640 0.49 0.25 -0.18
H 0.590 -3.993 -1.889 0.05 0.11 -0.14
H 1.723 -3.229 -3.021 -0.34 0.10 0.21
H -0.018 -3.047 -3.279 0.17 -0.04 0.16
H 0.028 -0.596 -3.236 0.23 0.06 0.07
H 1.807 -0.602 -3.111 -0.32 0.00 0.07
H 0.839 0.324 -1.942 0.04 -0.24 -0.14
H 2.153 -1.050 -0.092 -0.07 0.03 -0.09
H 2.931 -2.018 -1.344 -0.30 0.02 0.24
H 1.956 -2.817 -0.083 0.04 0.19 -0.18
H -0.989 3.152 2.207 0.18 -0.02 0.10
H 0.718 3.555 2.502 -0.23 -0.17 -0.03
H 0.132 1.911 2.827 -0.01 0.15 -0.13
H -0.629 4.181 -0.058 0.17 -0.10 -0.12
H 0.452 3.371 -1.243 -0.05 0.09 0.22
H 1.121 4.324 0.097 -0.24 -0.20 -0.10
H 2.507 2.599 0.932 -0.20 -0.33 -0.07
H 2.037 1.514 -0.388 -0.04 0.05 0.29
H 1.931 0.967 1.314 0.03 0.25 -0.22
C -1.693 -2.145 -1.429 0.22 -0.27 -0.19
H -2.547 -1.970 -0.754 0.00 0.02 -0.05
H -1.886 -1.615 -2.379 0.12 -0.12 0.41
H -1.665 -3.227 -1.633 -0.12 0.40 0.23
C -1.886 1.830 -0.292 0.55 0.45 0.04
H -2.653 1.027 -0.246 -0.03 -0.05 0.00
H -2.271 2.687 0.283 -0.08 -0.51 -0.06
H -1.791 2.140 -1.346 0.00 -0.30 0.38
S -4.059 -2.267 3.681 -0.16 0.63 -1.30
C -3.272 -1.589 2.488 1.64 0.12 0.26
N -2.389 -1.130 1.759 -2.88 -0.73 1.08
```
Forces are in eV/Å.

Output
Charge: +2
Highest occupied orbital energy: -15.514 eV
Largest force on an atom: 4.3 eV/A
Orbital gap: 0.2629 Ha
LUMO: -8.36 eV
ΔE to the lowest compared entry with this formula, charge and spin: 0.00 kcal per mole

***

No. 5
Molecular formula: C12H24LiN4OSeTa
Method: DFT, wB97M-V/def2-TZVPD

XYZ file:
```
44
Properties=species:S:1:pos:R:3:forces:R:3
N 2.079 -0.576 -0.488 2.03 -3.46 2.78
C 2.667 -1.412 0.294 5.34 4.12 -2.61
O 3.885 -1.627 0.553 -5.69 -1.57 1.13
Li 4.059 -0.806 -0.959 1.05 0.86 -1.47
Ta 0.215 0.016 -0.355 -2.84 0.64 -0.48
N -0.690 -1.578 -1.014 -0.61 1.50 0.28
N -0.226 1.762 -1.171 0.16 -1.47 -0.10
C -0.251 -2.987 -1.188 0.19 -0.10 0.04
C 0.274 3.094 -0.714 -0.31 0.35 0.18
C 0.825 -3.016 -2.258 0.29 -0.30 -0.57
C -1.407 -3.893 -1.624 -0.08 -0.16 0.30
C 0.280 -3.467 0.159 -0.62 -0.78 0.10
C 0.170 4.139 -1.829 0.18 0.11 -0.14
C -0.607 3.556 0.444 -0.31 0.28 0.16
C 1.723 2.967 -0.263 0.29 -0.06 -0.17
H 0.421 -2.637 -3.209 0.15 -0.17 0.23
H 1.177 -4.049 -2.413 -0.12 0.39 0.01
H 1.693 -2.398 -1.997 -0.22 -0.23 -0.10
H -2.192 -3.937 -0.852 0.24 -0.08 -0.39
H -1.021 -4.914 -1.752 -0.11 0.31 -0.01
H -1.832 -3.567 -2.579 0.01 -0.07 0.17
H 1.174 -2.917 0.480 0.05 -0.07 0.08
H 0.534 -4.537 0.094 0.03 0.42 0.16
H -0.503 -3.338 0.926 0.42 -0.07 -0.13
H 0.673 3.808 -2.746 -0.10 0.10 0.13
H 0.662 5.061 -1.493 -0.11 -0.26 -0.06
H -0.873 4.399 -2.049 0.30 -0.07 0.00
H -1.641 3.706 0.094 0.34 0.01 0.20
H -0.229 4.516 0.824 -0.21 -0.27 -0.06
H -0.624 2.833 1.266 0.09 0.11 -0.07
H 1.841 2.330 0.627 -0.07 0.07 -0.05
H 2.095 3.967 -0.003 -0.01 -0.35 0.07
H 2.357 2.580 -1.077 -0.17 0.12 0.17
C -1.341 1.788 -2.136 -0.20 0.06 -0.46
H -1.492 0.794 -2.602 0.05 0.46 0.29
H -2.284 2.122 -1.669 0.35 -0.14 -0.13
H -1.100 2.484 -2.952 -0.14 -0.40 0.22
C -2.153 -1.276 -1.044 0.19 -0.19 -0.09
H -2.723 -2.001 -0.448 0.24 0.34 -0.08
H -2.363 -0.279 -0.605 0.07 -0.14 -0.12
H -2.517 -1.284 -2.079 -0.02 0.10 0.32
Se -0.490 0.283 4.450 0.18 -0.04 -1.31
C -0.229 0.186 2.767 0.12 -0.10 -0.39
N -0.014 0.104 1.547 -0.41 0.19 1.95
```
Forces are in eV/Å.

Output
Charge: +2
Highest occupied orbital energy: -15.287 eV
Largest force on an atom: 7.2 eV/A
Orbital gap: 0.2149 Ha
LUMO: -9.44 eV

***

> largest force on an atom of number 5 (C12H24LiN4OSeTa)?

7.2 eV/A